Density functional theory data (ωB97M-V/def2-TZVPD) for 5 unconnected molecules or ions with the total composition C10H30N4O4PS at a distorted geometry.

CARTESIAN COORDINATES (ANGSTROEM)
C  2.07020  0.07009  -0.68194
C  2.23627  0.34146  0.90346
C  3.79785  0.44772  1.20813
C  1.37400  1.59764  1.38041
C  -0.15652  1.11197  1.38245
N  -0.82389  0.37884  2.43535
C  -2.12435  0.20706  1.83723
N  -3.12137  -0.47496  2.44744
N  -2.20886  0.79798  0.54053
P  -3.56355  0.87164  -0.59758
S  -3.69023  -0.61322  -1.83058
N  -0.99691  1.36171  0.25164
H  0.96183  0.07703  -0.97159
H  2.66174  0.82810  -1.30077
H  2.43049  -0.99271  -0.88997
H  1.81697  -0.56886  1.45573
H  4.14280  -0.58304  1.56025
H  4.43199  0.71248  0.29656
H  4.07990  1.17140  2.03233
H  1.59688  1.94649  2.43572
H  1.39671  2.46275  0.63108
H  -2.90748  -1.44251  2.72908
H  -4.03305  -0.08587  2.68721
H  -3.34753  2.06762  -1.37986
H  -4.78059  1.12820  0.14018
H  -0.68436  1.85589  -0.58901
C  3.49991  5.04308  1.30341
O  2.21797  4.72491  1.83458
H  3.46170  4.95382  0.21797
H  3.76742  6.06738  1.57163
H  4.24657  4.34843  1.69653
H  2.27819  4.81159  2.79307
C  -1.81661  -2.46916  -4.82233
O  -3.08798  -2.78531  -4.27049
H  -1.87200  -2.56241  -5.90615
H  -1.54554  -1.44271  -4.56120
H  -1.06407  -3.16208  -4.43829
H  -3.01284  -2.69593  -3.31185
C  -6.60027  -4.19429  -4.16485
O  -5.60688  -4.60553  -5.08977
H  -7.52948  -4.71577  -4.39336
H  -6.28651  -4.44562  -3.14750
H  -6.76170  -3.11591  -4.24940
H  -4.79628  -4.13123  -4.86710
C  4.65148  -0.71170  4.43071
O  5.66465  -1.11403  3.52051
H  3.72834  -1.23696  4.18491
H  4.94881  -0.96431  5.45114
H  4.48768  0.36629  4.34641
H  6.46855  -0.63745  3.75791

Its HOMO energy is -11.33 eV. The net charge is +1. The gap between HOMO and LUMO is 7.3397 eV. The energy above the lowest of the compared OMol25 structures with the same formula, charge and spin comes out at 0.000 eV. The value obtained for the total energy is -45120.6519 eV.